25
Properties=species:S:1:pos:R:3 method="wB97M-V/def2-TZVPD" gap_ha="0.158 / 0.156" lumo_energy_ev="-17.36 / -17.36" spin_multiplicity=2 total_charge=+4
Bi 4.94 -0.73 -2.54
Yb 1.77 0.30 0.15
Cl 4.69 -0.82 -0.02
Cl 1.60 -0.05 -2.26
C 0.13 1.82 -0.77
C 7.21 -2.38 -1.98
C 7.09 -1.08 -4.41
O -0.95 2.21 -1.03
O 8.10 -1.88 -1.32
O 7.87 -1.19 -5.25
N -1.33 0.02 2.63
C -0.33 0.10 1.72
N -0.79 0.22 0.47
C -2.18 0.36 0.60
C -3.15 0.51 -0.34
C -4.51 0.53 0.05
C -4.90 0.32 1.40
C -3.89 0.12 2.33
C -2.54 0.20 1.94
H -1.30 -0.17 3.64
H 0.75 0.13 2.13
H -2.88 0.61 -1.38
H -5.26 0.68 -0.73
H -6.01 0.29 1.61
H -4.13 -0.13 3.35